C4H7NS | wB97M-V/def2-TZVPD

Last column: Mulliken charge in e.
Element x y z (Å)
C 0.6193 1.1631 0.1231  -0.70
N -0.8038 1.0502 0.2001  -0.46
C -1.0124 -0.4285 0.5930  -0.73
C 0.1572 -1.2005 -0.0331  0.01
S 0.1239 -0.8959 -1.8118  -0.21
C 1.1009 -0.2028 -0.3719  -0.37
H 0.9592 1.8459 -0.6186  0.36
H 1.0121 1.4731 1.0804  0.29
H -1.3112 1.2523 -0.5778  0.33
H -1.9016 -0.7810 -0.0882  0.31
H -1.0958 -0.5244 1.6847  0.32
H 0.0067 -2.3406 0.3129  0.37
H 2.1456 -0.4110 -0.4928  0.48

## Properties
Strongest force on any atom: 4.96 eV/A
E: -609.484800 a.u.
Frontier orbital gap: 9.704 eV
M: 101.17 g mol⁻¹
Relative energy (zero: lowest compared OMol25 entry of this formula, charge and spin): 193.5 kJ/mol
E_LUMO: 0.91 eV
Structure (SMILES): C1NC[C@H]2S[C@@H]12

=====

C10H20NO5S3 | wB97M-V/def2-TZVPD

Last column: Mulliken charge in e.
Element x y z (Å)
C 2.0157 -1.5999 2.1687  -0.98
C 2.2645 -0.0956 1.7816  -0.13
N 2.9354 0.0973 0.4842  -0.02
C 2.0907 -0.3435 -0.6622  0.15
C 2.4071 -1.8009 -1.1912  -1.32
C 3.0830 1.5416 0.3112  0.03
S 4.6184 2.1378 0.0741  -0.19
S 1.7005 2.7473 0.3939  -0.16
C 0.4963 2.4750 -0.9770  -0.56
C -0.8960 2.0287 -0.3710  -0.59
C -1.5025 0.7355 -1.0042  -0.51
C -3.0131 0.6804 -0.5424  0.17
C -3.1851 0.7358 1.0189  -0.48
O -4.6415 0.6740 1.1519  -0.36
S -5.0099 -0.5997 0.1403  1.07
O -6.2037 -0.3159 -0.6726  -0.56
O -5.0395 -1.7682 1.0391  -0.54
O -3.6953 -0.5432 -0.8792  -0.31
H 2.3336 -2.3359 1.4056  0.25
H 2.5034 -1.8500 3.1411  0.29
H 0.9217 -1.7405 2.3307  0.21
H 1.2999 0.4547 1.8993  0.10
H 2.9544 0.3262 2.5568  0.44
H 1.0094 -0.1680 -0.4273  -0.19
H 2.3261 0.3557 -1.5086  0.38
H 1.4510 -2.2849 -1.4494  0.23
H 3.0539 -2.4002 -0.5321  0.36
H 2.9651 -1.6960 -2.1531  0.29
H 0.8465 1.7933 -1.7743  0.26
H 0.3240 3.4629 -1.4687  0.50
H -1.6374 2.8497 -0.5558  0.44
H -0.7918 1.9589 0.7311  0.22
H -1.0470 -0.2114 -0.6399  0.24
H -1.4487 0.7156 -2.1172  0.34
H -3.4665 1.6107 -0.9610  0.18
H -2.7107 1.5885 1.5444  0.35
H -2.8540 -0.2126 1.5134  0.34
O 2.1229 -4.4547 -1.5715  -1.08
H 1.4194 -4.5485 -2.2279  0.11

## Properties
Strongest force on any atom: 3.40 eV/A
E: -2018.400285 a.u.
Frontier orbital gap: 4.000 eV
M: 330.47 g mol⁻¹
Net charge: -1
Relative energy (zero: lowest compared OMol25 entry of this formula, charge and spin): 137.9 kJ/mol
E_LUMO: 1.50 eV

=====

C49H40Br2N5O4Ti | wB97M-V/def2-TZVPD

Last column: Mulliken charge in e.
Element x y z (Å)
Ti -0.4061 -0.4959 -1.1130  -1.20
Br -2.0178 -5.9996 3.6380  -0.15
C -1.3090 -4.6857 2.4911  -0.45
C -0.0721 -4.1049 2.7840  -0.54
C 0.4605 -3.1334 1.9635  -0.80
C -0.2516 -2.7005 0.8403  -0.25
O 0.2602 -1.7422 0.0820  0.07
C -1.4759 -3.3150 0.5177  0.56
C -2.1484 -3.0523 -0.7321  -0.25
N -1.7899 -2.1273 -1.5464  1.01
C -2.3764 -1.9724 -2.8268  -0.39
C -3.6193 -2.3579 -3.2371  -0.59
C -4.0224 -2.1387 -4.5757  -1.18
C -3.1825 -1.5519 -5.4764  -0.85
C -1.8978 -1.1141 -5.0661  1.04
C -0.9640 -0.4826 -5.9189  -0.89
C 0.2417 -0.0647 -5.4271  -1.06
C 0.5068 -0.2235 -4.0568  -0.33
N -0.3420 -0.8127 -3.2390  1.09
C -1.5167 -1.3062 -3.7322  0.51
C -1.9925 -4.3164 1.3567  -0.57
H 0.4706 -4.4267 3.6624  0.50
H 1.4192 -2.6815 2.1774  0.59
H -2.9616 -3.7280 -1.0030  0.34
H -4.3114 -2.8221 -2.5468  0.47
H -5.0118 -2.4493 -4.8799  0.42
H -3.4879 -1.3999 -6.5028  0.48
H -1.2141 -0.3324 -6.9616  0.48
H 0.9771 0.4153 -6.0554  0.49
H 1.4202 0.1485 -3.6053  0.40
H -2.9274 -4.7983 1.1015  0.56
O 1.2247 3.1451 -2.6863  -0.78
C 1.5612 3.7310 -1.5079  0.28
C 1.7610 5.1062 -1.5013  -0.65
C 2.1109 5.7472 -0.3265  -0.37
C 2.2516 5.0334 0.8583  -0.99
C 2.0377 3.6664 0.8463  -0.26
C 1.7007 2.9978 -0.3276  0.12
C 1.5643 1.5006 -0.3004  -0.04
O 0.5612 1.0238 -1.1697  0.48
N 2.8084 0.9001 -0.7954  -0.08
N 2.7369 -0.4380 -1.0491  0.16
C 3.8165 -1.1111 -1.0115  -0.51
C 3.8729 -2.5205 -1.3932  0.22
Br 2.4101 -3.2066 -2.3846  -0.14
C 4.9040 -3.3287 -1.1404  -0.93
C 6.0916 -2.9697 -0.3442  0.34
C 7.3547 -3.3129 -0.8251  -0.44
C 8.4917 -2.9844 -0.1063  -0.53
C 8.3803 -2.3251 1.1104  -0.43
C 7.1269 -2.0047 1.6097  -0.62
C 5.9879 -2.3275 0.8880  -0.24
H 0.9734 2.2310 -2.4880  0.27
H 1.6385 5.6527 -2.4258  0.45
H 2.2684 6.8172 -0.3337  0.41
H 2.5183 5.5383 1.7757  0.44
H 2.1235 3.0977 1.7664  0.42
H 1.3008 1.1731 0.7162  0.18
H 3.6408 1.2198 -0.3059  0.42
H 4.7672 -0.6661 -0.7094  0.55
H 4.8808 -4.3306 -1.5531  0.44
H 7.4435 -3.8328 -1.7705  0.45
H 9.4668 -3.2487 -0.4925  0.39
H 9.2686 -2.0723 1.6731  0.39
H 7.0350 -1.5124 2.5688  0.39
H 5.0077 -2.1053 1.2923  0.56
C -3.0741 3.4564 6.3268  -1.53
C -2.6639 2.5651 5.1929  0.57
C -2.5112 3.0716 3.9089  -1.26
C -2.1288 2.2737 2.8390  0.45
C -2.0300 2.9056 1.4808  -0.77
C -1.8946 0.9054 3.0903  0.30
C -1.4958 -0.0053 2.0381  0.28
O -1.0841 0.3297 0.9294  0.52
C -2.0675 0.3643 4.3863  1.19
C -1.8392 -1.0950 4.6938  -1.49
C -2.4378 1.2079 5.4147  -1.20
H -3.2736 4.4699 5.9856  0.36
H -2.2876 3.4985 7.0821  0.34
H -3.9724 3.0757 6.8136  0.37
H -2.7072 4.1216 3.7306  0.37
H -2.4317 3.9167 1.5217  0.57
H -2.5742 2.3392 0.7253  -0.03
H -0.9971 2.9645 1.1396  0.05
H -1.5802 -1.0780 2.2605  -0.32
H -0.8151 -1.4042 4.4771  0.34
H -2.5058 -1.7480 4.1274  0.31
H -2.0239 -1.2820 5.7494  0.41
H -2.5601 0.8062 6.4132  0.39
N -6.7026 3.4835 -2.2525  -0.53
C -5.7460 2.8725 -2.0787  -0.32
C -4.5554 2.0980 -1.8531  0.34
C -4.5919 1.0225 -0.9647  -0.85
C -3.4463 0.2773 -0.7543  -0.30
C -2.2456 0.5729 -1.4035  2.98
C -2.2362 1.6531 -2.2832  -0.79
C -3.3755 2.4152 -2.5133  -0.98
H -5.5128 0.7850 -0.4490  0.54
H -3.5036 -0.5519 -0.0535  0.07
H -1.3261 1.9438 -2.7982  0.16
H -3.3480 3.2569 -3.1922  0.57

## Properties
Strongest force on any atom: 1.25 eV/A
E: -8463.374382 a.u.
Frontier orbital gap: 6.760 eV
M: 970.57 g mol⁻¹
Net charge: +1
Relative energy (zero: lowest compared OMol25 entry of this formula, charge and spin): 1.4 kJ/mol
E_LUMO: -3.68 eV